Record 1
Entry from the OMol25 dataset: a molecular structure, C41H87CaN2O10 (ωB97M-V with the def2-TZVPD basis set).

The calculation puts the energy above the lowest of the compared OMol25 structures with the same formula, charge and spin at 201.67 kJ/mol. Its total charge is +1. The calculation puts the LUMO energy at -3.098 eV. The gap between HOMO and LUMO comes out at 7.2 eV.

```
141
Properties=species:S:1:pos:R:3:forces:R:3:mulliken_charge:R:1
Ca -1.0618 -2.4916 0.9501 0.9 1.6 0.2 1.071
O 0.5106 1.3812 1.2016 -0.5 -1.0 0.3 0.190
C -0.0994 0.1785 1.1250 0.2 0.1 -2.1 0.066
O -0.1550 -0.5924 2.0651 -0.1 -1.3 3.1 -1.022
O -0.5422 -0.1910 -0.0031 -0.3 0.0 -0.8 -0.044
H 0.5567 1.5683 0.2612 0.4 1.0 -0.7 -0.420
C 2.4175 4.9423 3.4886 0.1 0.3 -1.6 -0.487
C 2.7581 4.6111 4.9128 1.3 0.0 -0.2 -0.641
C 3.8148 3.4436 4.7481 -1.7 0.3 -0.1 -0.539
O 4.0107 3.2483 3.3265 -0.2 0.2 0.6 -0.486
C 2.8147 3.7124 2.6653 0.5 -0.1 0.9 0.594
H 3.0562 5.7756 3.1957 -0.1 0.1 -0.4 0.369
H 1.3851 5.2049 3.2579 -0.1 0.2 0.4 0.264
H 1.8305 4.4274 5.4550 0.5 -0.4 0.5 0.332
H 3.3509 5.4200 5.3399 -0.7 0.3 0.3 0.265
H 3.3316 2.6043 5.2484 0.3 -0.7 -0.3 0.193
H 4.7540 3.6494 5.2615 0.0 0.0 -0.4 0.420
H 2.0653 2.9214 2.6958 -0.3 -0.1 0.2 -0.269
H 3.0019 3.8992 1.6079 0.4 0.1 0.1 -0.044
C -2.4688 3.4060 1.2813 -0.3 -0.7 -1.0 1.324
C -3.3454 4.5844 0.8871 -0.3 0.5 0.1 -0.475
C -2.8637 5.7252 1.7558 0.5 -0.1 1.5 -0.630
O -2.3695 5.0652 2.9508 -1.0 0.0 -0.1 -0.546
C -1.9160 3.7350 2.6199 1.0 1.7 1.0 0.142
H -1.7264 3.2546 0.4977 0.2 -0.2 0.2 -0.517
H -3.0600 2.4968 1.3906 0.0 -0.1 -0.4 -0.347
H -4.3693 4.4331 1.2289 -0.1 -0.3 -0.5 0.382
H -3.2884 4.7923 -0.1814 -0.3 0.0 0.1 0.096
H -3.6620 6.3796 2.1060 -0.1 0.0 -0.2 0.340
H -2.0729 6.3803 1.3904 0.1 -0.2 -0.5 0.253
H -2.2292 3.0205 3.3811 -0.1 0.2 0.2 0.315
H -0.8416 3.9021 2.6958 0.4 -1.0 -0.4 -0.314
C -5.4640 -2.0071 0.1838 -0.3 -1.2 -1.0 -0.639
C -5.2170 -0.5913 0.6049 0.6 1.2 -0.2 -0.748
C -3.7121 -0.5700 0.9387 -0.7 1.0 -0.5 0.602
O -3.2427 -1.8371 0.5166 1.7 -1.2 -0.4 0.258
C -4.1210 -2.4860 -0.4281 -1.4 0.9 1.7 -0.697
H -6.2346 -2.1378 -0.5760 -0.3 0.2 0.3 0.473
H -5.7059 -2.6048 1.0627 0.0 -0.3 -0.1 0.197
H -5.8006 -0.2254 1.4496 -0.2 -0.3 -0.1 0.425
H -5.3912 0.0973 -0.2219 -0.1 0.0 0.0 0.327
H -3.5228 -0.3667 1.9927 0.2 -0.7 0.2 0.269
H -3.1634 0.1964 0.3913 -0.1 0.0 -0.1 -0.992
H -3.9930 -3.5640 -0.3303 0.1 0.0 -0.1 0.489
H -4.0078 -2.1772 -1.4673 0.3 0.3 0.1 0.214
C -4.2349 -3.1455 4.0108 1.6 -0.9 -0.5 -0.448
C -3.1782 -2.6050 4.9462 0.2 -0.4 1.6 -0.826
C -1.9585 -2.2552 4.1433 -0.7 0.1 0.5 -0.199
O -2.1064 -3.0266 2.9372 0.0 0.0 -0.4 0.455
C -3.2412 -3.9116 3.0510 -0.8 0.9 0.0 -0.662
H -4.7646 -2.2999 3.5720 -0.3 -0.5 -0.5 0.145
H -4.8536 -3.8693 4.5412 -0.4 0.3 -0.3 0.446
H -2.8909 -3.4232 5.6066 -0.2 0.1 0.4 0.332
H -3.4667 -1.7250 5.5210 -0.3 -0.3 0.2 0.410
H -1.0515 -2.5455 4.6735 0.1 0.2 -0.3 0.146
H -2.0261 -1.1745 4.0188 0.7 -0.1 -1.0 0.019
H -2.8980 -4.8749 3.4283 -0.1 0.0 0.5 0.378
H -3.6130 -4.1270 2.0493 -0.1 0.3 -0.1 0.153
C 1.2210 -5.1671 3.7203 0.8 -0.7 -0.6 -0.742
C 2.3389 -4.1229 3.7365 -0.7 0.2 -0.5 -0.561
C 1.5553 -2.9099 3.2255 1.2 0.4 0.4 -0.699
O 0.6256 -3.4666 2.2785 -0.5 -0.4 -1.0 0.712
C 0.6055 -4.9236 2.3505 0.1 0.2 1.1 -0.186
H 0.4829 -4.9749 4.4990 0.1 -0.2 0.1 0.276
H 1.6212 -6.1807 3.7438 -0.2 -0.1 0.4 0.459
H 3.0392 -4.3370 2.9291 0.3 -0.3 0.1 0.108
H 2.8992 -4.0335 4.6672 -0.3 0.3 0.0 0.441
H 2.2272 -2.2124 2.7253 -0.2 0.0 -0.3 0.142
H 1.0479 -2.3198 3.9886 -0.3 -0.3 0.0 0.416
H 1.1410 -5.4033 1.5312 0.4 0.4 0.0 -0.037
H -0.4027 -5.3362 2.3140 -0.4 0.5 0.0 0.268
C -2.9678 1.3739 -2.2087 0.3 0.5 0.0 1.228
C -3.7368 0.3767 -3.0602 -0.3 -0.2 -0.2 -0.442
C -3.9631 1.1282 -4.3730 0.1 -1.8 -0.5 -0.701
O -4.0569 2.4498 -4.0101 -0.2 1.6 0.2 -0.511
C -3.0506 2.7041 -3.0209 -0.1 -1.1 -0.1 -0.248
H -1.9350 1.0500 -2.0802 0.0 0.2 0.2 -0.922
H -3.4429 1.4397 -1.2299 0.2 0.3 0.0 0.221
H -4.6949 0.1845 -2.5773 -0.1 -0.2 -0.1 0.324
H -3.1968 -0.5620 -3.1839 -0.1 -0.1 -0.1 0.057
H -4.8063 0.7696 -4.9634 -0.7 0.4 0.5 0.434
H -3.1836 0.8894 -5.0965 0.9 0.5 0.1 0.208
H -3.2941 3.5864 -2.4289 -0.2 -0.1 -0.2 0.193
H -2.1032 2.8717 -3.5333 0.2 0.1 0.0 0.237
C -0.5929 -0.5257 -4.3728 -1.6 1.1 -0.9 0.229
C 0.5919 -0.5268 -5.3130 0.7 -0.7 -0.3 -0.756
C 1.2268 -1.8985 -4.9827 -1.0 1.6 0.9 -0.529
O 0.9824 -1.9640 -3.5307 0.6 -1.1 -0.2 -0.323
C -0.1574 -1.1802 -3.1190 1.8 0.3 -0.8 0.813
H -1.4443 -1.0461 -4.8115 0.0 0.0 -0.2 0.332
H -0.9248 0.4714 -4.0833 -0.2 0.2 -0.5 -0.347
H 1.3130 0.2572 -5.0817 0.0 0.0 0.3 0.075
H 0.3909 -0.4147 -6.3784 -0.4 -0.1 0.1 0.485
H 2.2826 -1.8885 -5.2536 0.1 -0.2 0.7 0.387
H 0.7504 -2.7192 -5.5191 -0.2 -0.1 0.2 0.159
H 0.1930 -0.3660 -2.4846 0.1 -0.4 0.7 -0.682
H -0.9554 -1.7383 -2.6293 0.2 -0.4 0.1 -0.072
C 2.8420 -1.4906 -0.3863 -0.2 0.0 -0.1 -1.098
C 3.2688 -2.9722 -0.3259 -1.6 0.4 0.0 0.257
N 3.2723 -3.7005 -1.5993 0.4 1.3 -0.9 0.564
C 4.0746 -2.9319 -2.5864 -0.1 0.0 -1.1 -0.272
C 4.1916 -3.5363 -4.0339 0.0 0.0 0.9 -1.616
C 3.8004 -5.0383 -1.3989 -0.9 0.3 0.1 -0.659
C 2.9514 -5.7803 -0.3779 1.0 -0.5 0.1 -0.999
H 2.0217 -1.2664 -1.0681 0.3 -0.4 -0.7 -0.025
H 3.6821 -0.8254 -0.5858 -0.1 0.1 -0.1 0.561
H 2.3614 -1.1725 0.5389 0.5 -0.1 0.6 0.168
H 4.1903 -3.0497 0.2510 0.6 -0.1 -0.1 0.235
H 2.4957 -3.4439 0.2807 0.1 -0.2 0.2 -0.384
H 3.6763 -1.9248 -2.7098 -0.5 -0.2 0.2 0.024
H 5.0699 -2.7376 -2.1867 0.5 -0.3 0.1 0.539
H 3.2089 -3.7329 -4.4625 0.0 -0.5 0.3 0.311
H 4.6451 -2.8787 -4.7756 0.2 0.5 0.5 0.432
H 4.8423 -4.4108 -4.0367 -0.4 -0.3 0.0 0.437
H 4.8446 -4.9350 -1.1039 0.4 -0.5 0.2 0.436
H 3.7070 -5.6441 -2.3002 0.3 0.5 -0.3 0.469
H 3.2105 -6.8319 -0.5009 -0.3 -0.2 0.2 0.398
H 1.8912 -5.6239 -0.5770 0.0 0.0 0.0 0.188
H 3.2145 -5.5200 0.6474 -0.2 0.1 0.0 0.096
C 0.5612 4.6771 -0.0689 0.1 0.4 0.1 -0.664
C 0.5947 4.2547 -1.5728 0.2 0.3 1.9 -0.232
N 1.5816 3.2155 -1.7542 0.3 -0.9 -0.5 1.141
C 1.3531 2.4790 -3.0433 -0.1 0.3 1.6 0.492
C 1.6748 3.2216 -4.3359 0.6 -0.3 -0.5 -1.867
C 2.9810 3.7046 -1.5963 -0.1 -1.0 -0.3 -0.603
C 4.0010 2.5026 -1.5240 -0.9 0.2 0.1 -1.233
H -0.2620 5.3426 0.1912 -0.5 -0.2 -0.3 0.203
H 1.3917 5.2571 0.3335 0.5 0.0 -0.7 0.562
H 0.5473 3.8168 0.6002 -0.3 -0.2 -0.2 -0.155
H -0.3886 3.8348 -1.7849 0.0 0.0 -0.2 -0.201
H 0.7623 5.1158 -2.2196 -0.1 0.3 -0.1 0.357
H 1.7778 1.4887 -2.8793 1.0 0.1 -0.7 0.455
H 0.3146 2.1485 -3.0247 -0.5 0.6 -0.1 -1.080
H 1.1236 2.7542 -5.1519 -0.1 0.2 -0.1 0.496
H 1.5041 4.2978 -4.3641 -0.7 -0.1 0.5 0.381
H 2.7212 3.2057 -4.6406 0.2 -0.5 0.2 0.350
H 3.0313 4.3880 -0.7486 0.0 -0.5 0.3 0.501
H 3.1891 4.3580 -2.4436 0.5 0.0 -0.3 0.421
H 4.0957 2.0192 -2.4964 0.3 0.3 -0.2 0.299
H 3.6439 1.6938 -0.8865 -0.5 0.2 0.2 0.037
H 4.9837 2.7063 -1.0986 0.0 0.6 -0.4 0.464
```
Positions in Å, forces in eV/Å.

Record 2
Entry from the OMol25 dataset: a single C4H6N2O molecule (ωB97M-V with the def2-TZVPD basis set).

The calculation puts the energy above the lowest of the compared OMol25 structures with the same formula, charge and spin at 478.45 kJ/mol. Its total charge is 0. The calculation puts the LUMO energy at 0.334 eV. The gap between HOMO and LUMO comes out at 8.8 eV.

```
13
Properties=species:S:1:pos:R:3:forces:R:3:mulliken_charge:R:1
C 0.0112 -1.2867 1.2516 0.0 0.0 0.0 -1.182
C 0.4387 -0.2920 0.1861 0.0 -0.1 0.2 0.682
N 1.7295 0.3388 0.5744 0.0 0.5 -0.3 -0.084
O 1.8526 1.4555 0.1356 0.1 -0.5 0.2 -0.324
C 0.1750 -0.5034 -1.2688 -0.1 0.2 -0.1 -0.630
C -0.4360 0.5024 -0.7173 0.1 -0.2 -0.1 0.132
N -1.3381 1.5258 -0.7220 0.1 0.0 -0.1 -0.486
H 0.1072 -0.8749 2.2618 0.0 0.0 -0.2 0.352
H -1.0282 -1.5874 1.0947 0.1 0.1 0.0 0.334
H 0.6385 -2.1838 1.1982 -0.1 0.1 0.0 0.272
H 0.3702 -1.1732 -2.0899 0.0 0.1 0.1 0.404
H -1.6531 1.7978 -1.6442 0.0 0.0 0.1 0.262
H -1.0424 2.3231 -0.1744 -0.1 -0.1 0.0 0.268
```
Positions in Å, forces in eV/Å.